*A*
Density functional theory data (wB97M-V/def2-TZVPD) for one molecule with the formula C2H3N3O3.

## Properties
**HOMO**: -9.782 eV
**Kohn-Sham gap**: 9.02 eV

Element x y z (Å)
O 0.097 1.950 -0.076
C 0.172 0.744 -0.094
C 1.180 -0.276 0.191
O 2.301 0.216 0.129
N 0.747 -1.521 -0.053
N -0.699 -1.487 0.173
N -1.086 -0.158 -0.419
O -2.173 0.444 0.188
H 2.202 1.190 -0.459
H -0.953 -1.965 -0.704
H -1.788 0.862 1.125

Want to see where the charge sits? The natural (NBO) charges in e are:
1 O -0.52
2 C 0.54
3 C 0.37
4 O -0.61
5 N -0.24
6 N -0.29
7 N -0.07
8 O -0.52
9 H 0.52
10 H 0.37
11 H 0.44

---

*B*
Density functional theory data (wB97M-V/def2-TZVPD) for one molecule with the formula C2H3N3O3.

## Properties
**HOMO**: -9.463 eV
**Kohn-Sham gap**: 9.24 eV

Element x y z (Å)
H 1.359 2.430 0.480
N 1.788 1.486 0.078
C 0.783 0.767 -0.162
O -0.566 1.181 0.052
C -1.184 -0.085 -0.068
O -2.513 0.027 0.316
N -0.413 -0.997 -0.427
N 0.777 -0.570 -0.514
O 1.398 -1.649 0.547
H -2.815 -0.769 -0.300
H 2.246 -1.658 -0.078

Want to see where the charge sits? The natural (NBO) charges in e are:
1 H 0.36
2 N -0.61
3 C 0.59
4 O -0.48
5 C 0.74
6 O -0.62
7 N -0.36
8 N -0.06
9 O -0.55
10 H 0.50
11 H 0.49

---

Energy ordering: *B* at the bottom, the next structure 0.0339 hartree above.